# 1
Formula: C2H7NS
Source: the OMol25 dataset
Level of theory: ωB97M-V with the def2-TZVPD basis set

```
11
C2H7NS (ωB97M-V with the def2-TZVPD basis set)
C 0.46 1.10 -0.81
C -0.20 1.25 0.40
N 1.35 -0.04 -0.87
H 0.08 1.39 -1.77
H -1.20 1.63 0.51
H 0.39 1.19 1.35
H 2.25 0.07 -0.38
H 0.71 -0.73 -0.36
H 1.50 -0.38 -1.81
S -0.83 -0.97 0.71
H -1.49 -1.50 -0.33
```

molar mass: 77.152 u
LUMO (alpha / beta): 4.02 / 3.94 eV
relative energy (zero: lowest compared OMol25 entry of this formula, charge and spin): 2.816 eV
HOMO (alpha / beta): 0.7 / -3.0 eV
charge: -1
gap between HOMO and LUMO (alpha / beta): 3.319 / 6.905 eV
multiplicity: 2

=====

# 2
Formula: C16B4BaO32
Source: the OMol25 dataset
Level of theory: ωB97M-V with the def2-TZVPD basis set

```
53
C16B4BaO32 (ωB97M-V with the def2-TZVPD basis set)
Ba 0.90 -2.31 -0.09
O 3.52 -4.95 -8.65
C 3.66 -4.65 -7.51
O 2.77 -4.69 -6.54
B 3.41 -4.27 -5.26
O 4.83 -4.18 -5.60
C 5.00 -4.21 -6.91
O 6.02 -4.03 -7.49
O 3.19 -5.32 -4.20
C 2.63 -4.76 -3.17
O 2.21 -5.26 -2.15
C 2.48 -3.26 -3.46
O 2.87 -3.02 -4.68
O 2.08 -2.48 -2.63
O 1.89 2.49 -1.51
C 0.77 2.52 -1.07
O 0.00 3.54 -0.96
B -1.40 3.10 -0.73
O -1.25 1.62 -0.43
C -0.02 1.28 -0.71
O 0.42 0.14 -0.68
O -2.15 3.77 0.32
C -3.16 4.47 -0.21
O -3.85 5.22 0.39
C -3.15 4.15 -1.73
O -2.17 3.29 -1.95
O -3.89 4.72 -2.47
O 2.84 -1.12 1.65
C 2.59 -0.14 2.32
O 1.57 0.66 2.15
B 1.44 1.56 3.34
O 2.51 1.12 4.25
C 3.16 0.12 3.71
O 4.02 -0.54 4.21
O 0.15 1.47 3.97
C -0.26 2.69 4.33
O -1.28 2.96 4.88
C 0.63 3.67 3.57
O 1.64 2.99 3.02
O 0.43 4.84 3.56
O -5.16 2.63 3.56
C -4.80 1.51 3.42
O -3.76 1.13 2.70
B -3.61 -0.34 2.81
O -4.61 -0.75 3.80
C -5.36 0.29 4.14
O -6.27 0.28 4.91
O -2.23 -0.74 3.16
C -1.66 -1.28 2.15
O -0.51 -1.70 2.02
C -2.70 -1.42 1.02
O -3.82 -0.95 1.48
O -2.53 -1.88 -0.09
```

molar mass: 884.720 u
LUMO: 2.50 eV
relative energy (zero: lowest compared OMol25 entry of this formula, charge and spin): 0.210 eV
HOMO: -5.8 eV
charge: -2
gap between HOMO and LUMO: 8.336 eV
multiplicity: 1

=====

# 3
Formula: C34H42Cl57N2O4P2S
Source: the OMol25 dataset
Level of theory: ωB97M-V with the def2-TZVPD basis set

```
142
C34H42Cl57N2O4P2S (ωB97M-V with the def2-TZVPD basis set)
C -1.49 3.04 3.65
O -1.32 4.43 3.24
C -1.57 4.61 1.81
C -0.25 4.09 1.02
C -0.54 3.07 -0.21
N -0.33 1.61 0.10
C 0.80 0.89 0.74
P 2.42 1.64 1.38
S 3.06 3.08 0.22
C 0.63 -0.69 0.84
N -0.71 -0.81 0.19
P -1.30 -2.47 0.03
O -0.04 -3.40 0.22
O -1.86 -2.82 -1.59
O -2.44 -2.96 1.23
C -1.26 0.50 -0.23
C -2.69 0.48 -0.99
C -3.86 1.33 -0.26
C -5.13 1.72 -1.19
C -6.36 2.57 -0.66
C -6.35 3.06 0.88
C -5.11 2.66 1.85
C -5.21 3.22 3.37
C -3.89 1.80 1.26
H -1.01 2.26 2.94
H -0.94 2.91 4.68
H -2.61 2.72 3.77
H -2.57 4.18 1.43
H -1.63 5.78 1.65
H 0.50 3.70 1.81
H 0.26 5.04 0.54
H 0.07 3.44 -1.14
H -1.67 3.20 -0.52
H 2.12 2.13 2.73
H 3.39 0.59 1.55
H 1.34 -1.48 1.28
H -1.35 -2.23 -2.22
H -2.18 -2.45 2.05
H -2.51 0.98 -2.04
H -3.09 -0.59 -1.22
H -5.18 1.37 -2.31
H -7.26 2.83 -1.37
H -7.23 3.69 1.31
H -6.33 3.49 3.60
H -4.64 4.24 3.40
H -4.86 2.47 4.18
H -3.01 1.50 1.94
C 2.74 -5.44 -0.61
Cl 2.02 -6.64 -1.71
Cl 3.84 -6.22 0.53
Cl 3.58 -4.19 -1.54
H 1.93 -4.97 -0.05
C -0.87 -9.21 -2.51
Cl -1.91 -10.17 -3.59
Cl -0.86 -9.90 -0.88
Cl 0.77 -9.11 -3.16
H -1.28 -8.20 -2.46
C 0.83 2.47 -4.37
Cl 1.88 1.51 -5.43
Cl -0.79 2.63 -5.08
Cl 0.73 1.72 -2.76
H 1.26 3.46 -4.26
C 6.15 2.82 3.26
Cl 7.39 1.57 3.45
Cl 6.73 4.12 2.21
Cl 4.65 2.12 2.62
H 5.94 3.24 4.24
C 6.85 -1.75 0.96
Cl 7.49 -2.06 2.58
Cl 6.58 -3.27 0.10
Cl 5.34 -0.82 1.05
H 7.58 -1.17 0.40
C -3.87 5.21 -2.56
Cl -2.67 6.19 -1.69
Cl -3.83 3.53 -1.98
Cl -5.49 5.90 -2.37
H -3.61 5.21 -3.62
C -2.34 8.57 3.81
Cl -3.35 7.56 2.75
Cl -2.31 7.90 5.45
Cl -0.70 8.70 3.17
H -2.78 9.56 3.86
C -9.67 4.84 -2.88
Cl -10.37 3.62 -3.97
Cl -8.55 4.08 -1.73
Cl -8.85 6.10 -3.81
H -10.49 5.30 -2.32
C 1.88 -12.83 0.09
Cl 1.49 -12.35 1.75
Cl 1.50 -11.52 -1.04
Cl 3.58 -13.30 -0.04
H 1.26 -13.70 -0.17
C 11.17 1.22 5.08
Cl 10.75 2.84 4.52
Cl 10.93 1.07 6.83
Cl 10.22 0.00 4.21
H 12.23 1.04 4.86
C -12.57 2.92 -7.50
Cl -13.27 1.70 -8.58
Cl -11.45 2.17 -6.35
Cl -11.76 4.19 -8.42
H -13.39 3.38 -6.93
C 6.30 -3.10 -4.61
Cl 6.67 -2.89 -2.89
Cl 5.21 -1.82 -5.17
Cl 7.79 -3.11 -5.57
H 5.81 -4.06 -4.74
C 7.55 4.60 7.32
Cl 8.79 3.34 7.48
Cl 8.12 5.90 6.27
Cl 6.04 3.91 6.70
H 7.35 5.01 8.31
C 5.38 -15.63 -3.20
Cl 6.02 -15.94 -1.58
Cl 5.10 -17.16 -4.06
Cl 3.88 -14.69 -3.11
H 6.11 -15.05 -3.76
C -5.68 -4.46 0.73
Cl -6.14 -2.85 0.16
Cl -5.92 -4.59 2.48
Cl -6.62 -5.70 -0.12
H -4.63 -4.62 0.52
C 5.96 -9.65 -0.14
Cl 7.18 -10.91 0.04
Cl 6.54 -8.35 -1.20
Cl 4.45 -10.33 -0.77
H 5.76 -9.22 0.85
C -1.41 -1.22 4.61
Cl -1.05 -0.18 5.99
Cl -2.07 -0.28 3.27
Cl 0.04 -2.10 4.09
H -2.16 -1.96 4.92
C 5.98 5.65 -1.41
Cl 7.24 4.42 -1.23
Cl 6.53 6.95 -2.48
Cl 4.49 4.92 -2.03
H 5.77 6.08 -0.43
C -5.58 9.45 -4.65
Cl -6.28 8.23 -5.73
Cl -4.47 8.69 -3.50
Cl -4.75 10.71 -5.58
H -6.39 9.91 -4.09
```

molar mass: 2657.556 u
LUMO: -3.79 eV
HOMO: -10.6 eV
charge: +1
gap between HOMO and LUMO: 6.791 eV
multiplicity: 1

=====

no.,E_tot (eV)
1,-14508.9339
2,-85541.3692
3,-790280.7284